Record 1
Formula: C30H29BN4O2SSiZn
Source: the OMol25 dataset
Level of theory: ωB97M-V/def2-TZVPD

XYZ file:
```
69
Properties=species:S:1:pos:R:3:lowdin_charge:R:1
Zn 1.32409 -0.29641 -0.28511 0.653
S 5.48752 -6.49704 2.19675 1.009
N 3.91799 -6.36686 2.35610 -0.227
C 3.60719 -5.16237 1.82608 -0.284
C 2.31303 -4.54642 1.82492 -0.080
C 1.16524 -5.09913 2.42758 0.017
C 0.02696 -4.32653 2.47652 -0.043
C 0.05216 -3.05514 1.98670 -0.106
N 1.12396 -2.47747 1.45029 0.119
C 2.26078 -3.19276 1.37239 -0.141
C 3.37252 -2.54375 0.72236 -0.105
N 3.19555 -1.37991 0.04460 0.049
C 4.23194 -0.82633 -0.52533 -0.148
C 5.51972 -1.33201 -0.49415 -0.024
C 5.79703 -2.48947 0.19318 0.035
C 4.67430 -3.14737 0.75024 -0.080
C 4.75671 -4.44052 1.32529 -0.307
N 5.89362 -5.12487 1.46926 -0.216
H 1.19306 -6.11187 2.83085 0.124
H -0.86401 -4.74453 2.93206 0.116
H -0.82680 -2.45903 1.96960 0.101
H 4.04304 0.06814 -1.08921 0.083
H 6.33376 -0.76373 -0.94732 0.122
H 6.72555 -3.02249 0.31066 0.117
C 0.36373 2.89726 0.18978 -0.236
Si 1.66271 1.98748 -0.76337 0.467
C 1.20805 2.13942 -2.56772 -0.229
C 3.25688 2.97340 -0.67214 -0.299
C 3.29171 4.20431 -1.36807 -0.100
C 4.38253 5.05873 -1.33123 -0.089
C 5.55143 4.61559 -0.70739 -0.090
C 5.55592 3.37713 -0.03174 -0.099
C 4.41269 2.59955 -0.00047 -0.141
H 0.26632 3.96769 0.01442 0.029
H 0.36261 2.72040 1.26821 0.024
H -0.62414 2.54296 -0.14170 0.024
H 1.00969 3.16224 -2.88325 0.025
H 0.37111 1.50100 -2.83668 0.008
H 2.06134 1.76717 -3.14048 0.028
H 2.43647 4.57331 -1.91738 0.091
H 4.34714 5.99359 -1.80607 0.083
H 6.45893 5.23779 -0.65925 0.101
H 6.47336 3.04461 0.46307 0.098
H 4.44290 1.66059 0.54816 0.082
C -7.60894 0.96766 -1.06710 -0.072
C -6.58853 0.65063 0.01654 -0.566
C -7.04721 -0.49723 0.92262 -0.066
C -6.48538 1.88002 0.93031 -0.059
C -5.16845 0.38096 -0.52098 -0.160
C -4.81829 1.02455 -1.73252 -0.024
C -3.50791 0.98032 -2.21074 0.017
C -2.56869 0.31986 -1.47968 -0.255
O -1.28451 0.12108 -1.75400 0.083
B -0.72687 -0.58629 -0.67697 -0.533
O -1.75549 -0.88242 0.21685 0.094
C -2.90019 -0.33298 -0.28872 -0.190
C -4.18013 -0.30163 0.22964 0.067
H -8.63288 1.04782 -0.62466 0.097
H -7.68895 0.15661 -1.78516 0.087
H -7.41932 1.85949 -1.66328 0.070
H -8.04189 -0.32001 1.29486 0.075
H -6.43511 -0.59005 1.80168 0.062
H -7.00670 -1.48006 0.42212 0.099
H -7.49935 2.06534 1.31770 0.084
H -6.15567 2.77614 0.34201 0.100
H -5.77640 1.80192 1.75827 0.086
H -5.57743 1.62622 -2.25470 0.103
H -3.28073 1.43040 -3.14888 0.113
H -4.46124 -0.78470 1.17377 0.121
```

Molecular weight in g mol⁻¹: 613.9
Multiplicity: 1
Gap between HOMO and LUMO in eV: 5.90
HOMO level in eV: -6.92

***

Record 2
Formula: C4H16O4
Source: the OMol25 dataset
Level of theory: ωB97M-V/def2-TZVPD

XYZ file:
```
24
Properties=species:S:1:pos:R:3:lowdin_charge:R:1
C 2.38817 0.23659 -0.49147 0.020
C 1.45060 0.46346 -1.39230 -0.422
C 0.44512 -0.61702 -1.70838 -0.072
C 1.04383 1.82290 -1.84225 -0.073
H 3.02166 1.02112 -0.10467 0.065
H 2.63055 -0.75976 -0.17100 0.039
H 0.18437 -1.22844 -0.84357 0.063
H 0.92860 -1.30659 -2.41642 0.078
H -0.43755 -0.19805 -2.28740 0.088
H 0.11720 2.13268 -1.46088 0.064
H 0.99333 1.73860 -2.89228 0.067
H 1.80621 2.51483 -1.61772 0.063
O -3.45845 0.81604 -1.23258 -0.060
H -4.28199 1.24771 -1.30051 0.005
H -3.75499 -0.13624 -1.37142 0.078
O 1.83157 -1.69689 1.33872 -0.092
H 2.43573 -1.73973 2.09535 0.058
H 1.11208 -1.11550 1.57543 -0.021
O -2.38374 -0.64781 1.66571 -0.040
H -2.94602 -1.27184 1.21329 0.043
H -2.29448 0.11432 1.08818 0.030
O 0.20032 -0.00984 2.69742 -0.066
H -0.51431 -0.27176 3.32050 0.070
H -0.48440 0.13111 2.02530 0.016
```

Molecular weight in g mol⁻¹: 128.2
SMILES: C=C(C)C.O.O.O.O
Multiplicity: 1
Gap between HOMO and LUMO in eV: 8.60
HOMO level in eV: -8.51

***

Record 3
Formula: C17H20N4O2S2
Source: the OMol25 dataset
Level of theory: ωB97M-V/def2-TZVPD

XYZ file:
```
45
Properties=species:S:1:pos:R:3:lowdin_charge:R:1
C -6.19163 -3.18364 -1.24207 -0.090
O -6.03324 -2.36546 -0.10848 -0.084
C -4.98660 -1.49842 -0.07169 -0.280
C -4.03953 -1.34448 -1.07938 -0.020
C -3.01650 -0.42767 -0.92921 -0.019
C -2.91152 0.35252 0.21841 -0.237
N -1.83966 1.24978 0.27180 0.086
C -1.46020 2.15043 1.19441 -0.837
S -2.15089 2.50878 2.64504 0.682
N -0.27858 2.81202 0.89186 -0.031
N 0.21702 2.85097 -0.40814 -0.216
C -0.27773 3.92522 -1.24118 -0.069
C 1.35750 2.13129 -0.71688 -0.769
S 1.99217 2.22559 -2.23717 0.715
N 1.79409 1.34549 0.28863 0.074
C 2.84283 0.42539 0.38941 -0.240
C 2.93963 -0.27154 1.59690 -0.018
C 3.93796 -1.19493 1.79808 -0.001
C 4.87662 -1.45360 0.79619 -0.282
O 5.82324 -2.38464 1.09407 -0.086
C 6.79637 -2.68666 0.12358 -0.091
C 4.78196 -0.75980 -0.40379 -0.013
C 3.77646 0.17031 -0.60515 -0.044
C -3.85849 0.19793 1.22777 -0.037
C -4.87842 -0.71517 1.07862 0.009
H -7.07842 -3.78510 -1.04925 0.093
H -5.33087 -3.84509 -1.38439 0.095
H -6.34849 -2.58975 -2.14841 0.095
H -4.08453 -1.92896 -1.98429 0.104
H -2.28694 -0.31888 -1.72028 0.115
H -1.25025 1.22000 -0.55595 0.139
H -0.09998 3.61949 1.48419 0.128
H 0.10267 3.78591 -2.25005 0.022
H -1.36800 3.89990 -1.25217 0.092
H 0.05573 4.89615 -0.86331 0.095
H 1.25958 1.43418 1.14911 0.130
H 2.22124 -0.08352 2.38299 0.115
H 4.01531 -1.73424 2.72835 0.119
H 7.43654 -3.44335 0.57430 0.092
H 7.39835 -1.80799 -0.12936 0.095
H 6.34359 -3.09190 -0.78706 0.095
H 5.48735 -0.92844 -1.20142 0.104
H 3.72842 0.69407 -1.54373 0.020
H -3.79806 0.78916 2.12475 0.025
H -5.61608 -0.84130 1.85439 0.121
```

Molecular weight in g mol⁻¹: 376.5
SMILES: COc1ccc(NC(=S)NN(C)C(=S)Nc2ccc(OC)cc2)cc1
Multiplicity: 1
Gap between HOMO and LUMO in eV: 8.53
HOMO level in eV: -8.01

***

Record 4
Formula: C4H7Br2Cl
Source: the OMol25 dataset
Level of theory: ωB97M-V/def2-TZVPD

XYZ file:
```
14
Properties=species:S:1:pos:R:3:lowdin_charge:R:1
C -0.53402 0.75191 -1.79828 -0.210
C -0.64195 0.61194 -0.33733 -0.729
Br -2.30494 -0.21974 0.23002 0.703
C 0.68081 -0.48437 0.29741 -1.098
C 0.49183 -0.73037 1.76903 -0.274
Cl 0.74731 -1.95465 -0.60851 0.664
Br 2.55561 0.60787 0.21385 0.462
H -1.57964 0.88705 -2.26349 0.106
H 0.34491 1.39013 -2.04479 0.095
H -0.37489 -0.18324 -2.19742 0.003
H -0.72077 1.59027 0.23439 0.093
H 0.51761 0.22068 2.40817 0.106
H -0.46965 -1.02392 1.92000 -0.031
H 1.28777 -1.46357 2.17696 0.111
```

Molecular weight in g mol⁻¹: 250.4
SMILES: C[C@@H](Br)[C@@](C)(Cl)Br
Multiplicity: 1
Gap between HOMO and LUMO in eV: 10.09
HOMO level in eV: -10.14

***

Record 5
Formula: C23H25F3InNO
Source: the OMol25 dataset
Level of theory: ωB97M-V/def2-TZVPD

XYZ file:
```
54
Properties=species:S:1:pos:R:3:lowdin_charge:R:1
C -1.48703 -1.07302 1.76088 -0.157
C -1.59880 0.32808 1.97166 -0.158
C -2.14742 0.91802 0.80687 -0.162
H -1.40706 0.84915 2.90919 0.100
C -2.36082 -0.12286 -0.16798 -0.226
C -1.94746 -1.37609 0.44982 -0.190
H -3.02501 -0.03193 -1.03888 0.110
C 2.00086 -1.12961 0.98394 -0.140
C 1.71402 -0.08989 1.90034 -0.153
C 1.91266 1.15529 1.25929 -0.092
H 1.42399 -0.23011 2.94265 0.105
C 2.27033 0.91827 -0.10483 -0.296
C 2.36158 -0.51856 -0.26862 -0.157
H -2.51257 1.94216 0.69416 0.097
H -2.19598 -2.37231 0.07412 0.112
H -1.21245 -1.81602 2.50913 0.104
H 2.86863 -0.99361 -1.10756 0.117
H 1.80334 2.14333 1.70118 0.106
H 2.04861 -2.20033 1.20015 0.110
In -0.02624 -0.06907 -0.49824 0.991
C 2.67477 1.93709 -1.16848 -0.489
C 4.15678 1.68869 -1.50385 -0.035
C 2.49465 3.36429 -0.65489 -0.041
H 4.77279 1.63600 -0.59003 0.104
H 4.57386 2.49768 -2.11986 0.085
H 4.30676 0.74612 -2.04982 0.088
H 3.20894 3.58407 0.15200 0.099
H 1.47277 3.52834 -0.28067 0.092
H 2.67677 4.07759 -1.47074 0.090
C 1.81042 1.75551 -2.46270 -0.045
C 0.37688 2.17113 -2.43019 -0.364
H 1.87872 0.70311 -2.80445 0.134
H 2.26028 2.35322 -3.26817 0.131
O -0.46823 1.67673 -1.58477 -0.039
N -0.16214 2.96562 -3.34003 0.111
C -1.62513 2.91436 -3.49321 -0.099
H 0.40298 3.46985 -4.00832 0.160
C -2.36936 3.60933 -2.38396 -0.230
C -3.63371 3.16793 -1.96896 -0.039
H -4.03672 2.27816 -2.45817 0.119
C -4.33210 3.86299 -0.98662 -0.077
H -5.31159 3.52606 -0.66502 0.106
C -3.77439 5.01271 -0.41883 -0.087
H -4.31507 5.56383 0.34329 0.102
C -2.52353 5.45652 -0.83712 -0.073
H -2.06787 6.35077 -0.41696 0.104
C -1.82852 4.76056 -1.83107 -0.044
H -0.86028 5.10080 -2.20510 0.112
H -1.93420 1.86054 -3.51832 0.136
H -1.87191 3.36063 -4.46365 0.139
F 0.93397 -1.51679 -2.94569 0.004
C -0.05696 -1.67273 -1.98733 -0.534
F -1.24807 -1.63153 -2.69560 0.017
F 0.07447 -2.96165 -1.52554 0.042
```

Molecular weight in g mol⁻¹: 503.3
Multiplicity: 1
Gap between HOMO and LUMO in eV: 7.56
HOMO level in eV: -7.45

***

Record 6
Formula: C15H23F6N2O9S3
Source: the OMol25 dataset
Level of theory: ωB97M-V/def2-TZVPD

XYZ file:
```
58
Properties=species:S:1:pos:R:3:lowdin_charge:R:1
C -0.29104 -7.59093 2.70487 -0.121
O 0.30135 -6.80414 1.68636 -0.198
C 0.93439 -5.62305 2.17894 -0.230
C 2.09647 -5.30785 1.20871 -0.172
C 2.43008 -3.79789 1.19638 -0.204
C 2.70561 -3.18500 2.59991 -0.217
C 1.58246 -2.31307 3.17280 -0.248
S 0.94792 -1.09315 2.01599 0.505
O -0.18298 -1.72788 1.36613 -0.362
O 2.01227 -0.73252 1.10997 -0.342
N 0.40344 0.20170 2.87858 -0.317
S 0.06680 1.47467 1.94247 0.462
O -0.71063 2.37226 2.73922 -0.342
O 1.24558 2.12821 1.44643 -0.329
N -0.93931 1.06519 0.59168 -0.028
C -0.35622 0.85716 -0.41357 -0.894
S 0.35841 0.49790 -1.74506 0.770
H -0.17973 -8.64946 2.43060 0.080
H -1.36313 -7.35564 2.76155 0.085
H 0.21696 -7.47496 3.67166 0.079
H 0.19702 -4.80711 2.16764 0.131
H 1.38309 -5.78301 3.16975 0.110
H 1.68995 -5.53982 0.21422 0.112
H 2.96360 -5.95735 1.37048 0.110
H 3.35864 -3.68584 0.61916 0.108
H 1.65661 -3.28733 0.61895 0.094
H 2.82861 -4.02647 3.29959 0.102
H 3.67591 -2.68364 2.57806 0.106
H 1.99037 -1.75306 4.02875 0.097
H 0.77068 -2.90994 3.59572 0.093
C -3.37210 3.64802 0.70623 -0.059
C -4.46328 4.39493 -0.03005 -0.194
O -5.66722 3.60305 -0.12843 0.033
C -6.44911 3.58859 0.94178 -0.404
O -6.24562 4.16832 1.96766 0.169
C -7.70040 2.74571 0.65950 -0.529
F -7.39891 1.58094 0.06463 0.161
F -8.54949 3.40316 -0.15692 0.150
F -8.36803 2.45935 1.78172 0.161
H -3.18717 2.68058 0.23953 0.074
H -2.44672 4.22256 0.70610 0.089
H -3.65425 3.45343 1.74019 0.083
H -4.15004 4.59421 -1.05396 0.122
H -4.68180 5.35679 0.43498 0.122
C 3.80845 4.97861 -3.96495 -0.064
C 3.55725 3.60808 -3.37234 -0.188
O 2.68406 2.83369 -4.21398 0.028
C 3.24178 2.24302 -5.26145 -0.399
O 4.39737 2.30166 -5.56859 0.163
C 2.18428 1.41969 -6.00758 -0.530
F 1.04172 2.10624 -6.18322 0.158
F 1.88248 0.30954 -5.31775 0.160
F 2.60259 1.04160 -7.22218 0.158
H 2.86397 5.48886 -4.15956 0.082
H 4.40607 5.58461 -3.28445 0.081
H 4.33643 4.90471 -4.91635 0.074
H 3.04799 3.70328 -2.41522 0.132
H 4.48651 3.06877 -3.19129 0.128
```

Total charge: -1
Molecular weight in g mol⁻¹: 585.5
Multiplicity: 1
Gap between HOMO and LUMO in eV: 8.37
HOMO level in eV: -5.87

***

Which value of molecular weight does entry 1 give?
613.9 g mol⁻¹